No. 1
This record from OMol25 describes a 2-piece molecular cluster, C2H8S3 overall. The level of theory is ωB97M-V with the def2-TZVPD basis set.

XYZ file:
```
13
C2H8S3 | OMol25 | ωB97M-V with the def2-TZVPD basis set
C -2.3668 0.2299 -1.9231
S -0.5650 0.3395 -1.9375
C -0.1832 -1.1940 -2.8299
H -2.8485 0.4748 -2.8621
H -2.7414 0.9588 -1.2151
H -2.6319 -0.7630 -1.5714
H 0.0416 -0.9888 -3.8644
H 0.6599 -1.6797 -2.3411
H -1.0369 -1.8484 -2.7077
S 2.0734 1.8843 5.0277
S 4.0008 1.3847 5.5841
H 1.8897 0.8341 4.2377
H 3.7084 0.3678 6.4027
```

Values from the calculation:
- 2S+1 = 1
- SMILES = CSC.SS
- energy (eV) = -34709.0373
- E_HOMO (Ha) = -0.3135
- orbital gap (eV) = 8.9054
- ΔE to the lowest compared entry with this formula, charge and spin (kJ/mol) = 34.7
- largest force on an atom (eV/Å) = 0.661

Atom charges from the Mulliken analysis, given in e for atoms 1 to 4:
1. C -0.8378
2. S -0.0715
3. C -0.7312
4. H 0.2891

***

No. 2
This record from OMol25 describes a 2-piece molecular cluster, C2H8S3 overall at a distorted geometry. The level of theory is ωB97M-V with the def2-TZVPD basis set.

XYZ file:
```
13
C2H8S3 | OMol25 | ωB97M-V with the def2-TZVPD basis set
C 1.8686 1.1420 -0.3873
S 2.7625 -0.4141 -0.1560
C 1.6604 -1.1547 1.0490
H 0.7845 0.9284 -0.3157
H 2.0711 1.8405 0.4136
H 1.8499 1.4319 -1.4291
H 0.9368 -0.5315 1.5653
H 2.2913 -1.5858 1.8374
H 1.1038 -2.0209 0.6813
S -3.2916 -0.9351 -1.0724
S -4.0758 0.8826 -1.8095
H -3.8251 -0.9726 0.1768
H -4.1365 1.3893 -0.5532
```

Values from the calculation:
- 2S+1 = 1
- SMILES = CSC.SS
- energy (eV) = -34708.4468
- E_HOMO (Ha) = -0.3105
- orbital gap (eV) = 8.5178
- ΔE to the lowest compared entry with this formula, charge and spin (kJ/mol) = 91.7
- largest force on an atom (eV/Å) = 2.103

Atom charges from the Mulliken analysis, given in e for atoms 1 to 4:
1. C -0.8231
2. S -0.0819
3. C -0.8303
4. H 0.2117

***

Look up the ΔE to the lowest compared entry with this formula, charge and spin of the second one.
91.7 kJ/mol

***

Among the records above, which one has the lowest largest force on an atom?
number 1